# 1
# C3H4I2

C3H4I2 as an isolated structure in a non-equilibrium geometry (ωB97M-V/def2-TZVPD, OMol25).

- Net charge: 0
- Lowest unoccupied orbital energy (spin up / spin down): -0.32 / -0.33 eV
- E: -711.9518 Ha
- Molecular weight: 293.87 g/mol
- HOMO-LUMO gap (spin up / spin down): 0.2909 / 0.2766 Ha
- HOMO (spin up / spin down): -8.238 / -7.856 eV

Each line ends with the natural charge from an NBO analysis.
Geometry (Å):
C  -0.13309  -0.51719  0.60593  -0.51
C  0.61415  0.71984  0.74338  -0.27
C  -0.55504  -0.43439  -1.02556  -0.48
I  1.09408  -0.56044  -2.35697  0.18
I  -2.25990  0.46619  -1.69695  0.26
H  0.43597  -1.41425  0.80723  0.22
H  -0.98321  -0.59716  1.27165  0.23
H  0.20183  1.52044  1.29315  0.18
H  1.58521  0.81697  0.35815  0.18



# 2
# C16H36IO4PS

A 3-piece molecular cluster, C16H36IO4PS overall (ωB97M-V/def2-TZVPD, OMol25).

- Net charge: 0
- Lowest unoccupied orbital energy: 0.12 eV
- E: -1969.4595 Ha
- SMILES: O=S1(=O)C[C@H](P(O)I)CCO1.CCCCCC.CCCCCC
- Molecular weight: 482.41 g/mol
- HOMO-LUMO gap: 0.3449 Ha
- HOMO: -9.269 eV

Each line ends with the natural charge from an NBO analysis.
Geometry (Å):
O  -2.78658  1.95570  3.12444  -0.94
S  -1.56293  2.36039  2.51812  2.40
O  -1.52302  3.39939  1.55409  -0.91
C  -0.35011  2.65661  3.78472  -0.71
C  0.75025  1.57909  3.84465  -0.55
P  2.03408  2.01184  2.52806  0.98
O  2.14524  0.59060  1.72010  -1.01
I  4.02283  1.81855  3.94963  -0.18
C  0.24970  0.13461  3.73939  -0.45
C  -0.81887  -0.06225  2.66066  -0.09
O  -0.91032  1.10638  1.80967  -0.72
H  -0.88122  2.75442  4.73038  0.26
H  0.06712  3.62990  3.52022  0.26
H  1.21962  1.68002  4.82074  0.26
H  2.07149  0.74709  0.77105  0.51
H  -0.13818  -0.18868  4.70687  0.22
H  1.09971  -0.50328  3.51025  0.24
H  -1.80596  -0.25099  3.07865  0.21
H  -0.56793  -0.87940  1.98949  0.21
C  -4.12506  1.02048  -0.16370  -0.62
C  -2.92666  0.15699  -0.53507  -0.40
C  -3.03628  -0.55677  -1.87872  -0.40
C  -4.17979  -1.56671  -1.99004  -0.40
C  -4.17148  -2.65752  -0.91962  -0.40
C  -2.91407  -3.52019  -0.93888  -0.61
H  -5.04783  0.44392  -0.07299  0.20
H  -3.95560  1.51384  0.79372  0.22
H  -4.28813  1.79646  -0.91506  0.20
H  -2.74701  -0.57901  0.25620  0.18
H  -2.03713  0.79182  -0.55614  0.21
H  -2.08406  -1.05937  -2.07457  0.19
H  -3.15125  0.18745  -2.67345  0.20
H  -4.13348  -2.03779  -2.97727  0.20
H  -5.13721  -1.04030  -1.95167  0.20
H  -5.04762  -3.29497  -1.06371  0.20
H  -4.28846  -2.20564  0.06942  0.19
H  -2.78665  -4.00117  -1.91145  0.20
H  -2.96063  -4.30511  -0.18277  0.21
H  -2.01750  -2.92872  -0.74327  0.20
C  5.72166  0.00854  -2.71958  -0.61
C  4.69218  0.92418  -2.06669  -0.40
C  3.96728  0.27818  -0.88716  -0.39
C  3.16144  -0.97626  -1.23422  -0.40
C  2.09739  -0.77146  -2.31140  -0.40
C  1.01941  0.22872  -1.91029  -0.62
H  5.25901  -0.88742  -3.13630  0.20
H  6.23977  0.51702  -3.53313  0.21
H  6.47266  -0.31204  -1.99414  0.20
H  3.96638  1.25175  -2.81610  0.19
H  5.18899  1.83116  -1.71349  0.21
H  3.30973  1.02865  -0.43647  0.17
H  4.69936  0.02123  -0.11563  0.21
H  2.67709  -1.34616  -0.32364  0.20
H  3.84578  -1.76737  -1.55017  0.21
H  1.62771  -1.73433  -2.52795  0.21
H  2.56987  -0.45084  -3.24374  0.20
H  0.50766  -0.09908  -0.99998  0.20
H  0.26328  0.33629  -2.68854  0.22
H  1.43431  1.22160  -1.72353  0.20



# 3
# C20H30N4O3

One molecule with the formula C20H30N4O3 (ωB97M-V/def2-TZVPD, OMol25).

- Net charge: 0
- Lowest unoccupied orbital energy: 0.74 eV
- E: -1224.8778 Ha
- SMILES: CCCN1CCN(CCCNC(=O)CN2C(=O)COc3ccccc32)CC1
- Molecular weight: 374.49 g/mol
- HOMO-LUMO gap: 0.3351 Ha
- HOMO: -8.381 eV

Each line ends with the natural charge from an NBO analysis.
Geometry (Å):
C  -3.34154  -3.12642  5.35533  -0.60
C  -2.95938  -2.65966  3.95629  -0.40
C  -2.46244  -1.21463  3.97070  -0.21
N  -1.82048  -0.84311  2.72301  -0.44
C  -1.00277  0.34769  2.85710  -0.24
C  -0.24902  0.58850  1.54682  -0.22
N  -1.13085  0.77140  0.40810  -0.48
C  -1.81546  2.05870  0.36203  -0.22
C  -2.11177  2.48565  -1.07987  -0.41
C  -0.83606  2.67618  -1.89805  -0.22
N  -0.15558  1.41565  -2.08829  -0.64
C  0.16810  0.94893  -3.30012  0.67
O  0.01352  1.55871  -4.34043  -0.64
C  0.80394  -0.44933  -3.26705  -0.32
N  1.94039  -0.52384  -2.37031  -0.43
C  1.79342  -1.16135  -1.18524  0.67
O  0.75063  -1.68005  -0.83299  -0.63
C  3.01968  -1.13459  -0.28550  -0.15
O  4.24760  -1.20300  -0.96989  -0.48
C  4.32947  -0.37754  -2.05810  0.25
C  5.58120  0.04464  -2.47772  -0.24
C  5.69909  0.87258  -3.57993  -0.21
C  4.56488  1.29004  -4.25337  -0.20
C  3.31155  0.85945  -3.85202  -0.26
C  3.18195  0.00903  -2.76094  0.15
C  -2.01325  -0.38422  0.32632  -0.24
C  -2.76190  -0.67106  1.63155  -0.24
H  -2.48266  -3.08567  6.02158  0.20
H  -3.70670  -4.15017  5.32829  0.21
H  -4.12478  -2.49372  5.76813  0.20
H  -2.16423  -3.28991  3.55592  0.21
H  -3.82670  -2.75413  3.30128  0.19
H  -1.71249  -1.11834  4.76109  0.19
H  -3.29872  -0.53390  4.21880  0.16
H  -0.28183  0.18846  3.66260  0.20
H  -1.60972  1.23847  3.11114  0.16
H  0.40561  1.45883  1.64205  0.20
H  0.35879  -0.29602  1.33655  0.21
H  -1.15994  2.80694  0.81624  0.20
H  -2.75744  2.05561  0.92934  0.18
H  -2.66181  3.42771  -1.05665  0.21
H  -2.74000  1.74065  -1.56966  0.20
H  -0.16655  3.37447  -1.38146  0.18
H  -1.06376  3.07970  -2.88822  0.24
H  -0.16572  0.82410  -1.25672  0.44
H  1.10826  -0.72372  -4.27973  0.23
H  0.06381  -1.16600  -2.89842  0.26
H  2.96944  -0.20996  0.31619  0.19
H  2.98577  -1.99180  0.38990  0.23
H  6.44586  -0.29123  -1.92821  0.23
H  6.67592  1.19750  -3.90266  0.22
H  4.64901  1.94877  -5.10343  0.22
H  2.44056  1.19023  -4.39228  0.25
H  -2.73048  -0.23363  -0.48231  0.20
H  -1.38413  -1.24448  0.08561  0.24
H  -3.33133  -1.59233  1.50746  0.21
H  -3.47893  0.14522  1.85018  0.16



# 4
# C4H8N2O

One molecule with the formula C4H8N2O (ωB97M-V/def2-TZVPD, OMol25).

- Net charge: 0
- Lowest unoccupied orbital energy: 0.74 eV
- E: -341.9455 Ha
- SMILES: [H]/N=C(\NC)C(C)=O
- Molecular weight: 100.12 g/mol
- HOMO-LUMO gap: 0.3692 Ha
- HOMO: -9.306 eV

Each line ends with the natural charge from an NBO analysis.
Geometry (Å):
H  -0.78047  0.84360  1.88294  0.34
N  0.05211  0.93330  1.30356  -0.71
C  -0.00396  0.35013  0.17069  0.36
N  -0.95401  -0.42206  -0.45303  -0.61
C  -2.36680  -0.55187  -0.15021  -0.41
C  1.20947  0.62559  -0.71517  0.55
C  2.42639  -0.25283  -0.58758  -0.72
O  1.15483  1.55357  -1.49002  -0.51
H  -0.67926  -0.78658  -1.35023  0.39
H  -2.90632  -0.67252  -1.09633  0.21
H  -2.75628  0.34960  0.33277  0.21
H  -2.59709  -1.42185  0.47748  0.19
H  2.24142  -1.20736  -1.09680  0.23
H  3.26872  0.24370  -1.07297  0.24
H  2.65237  -0.47125  0.45877  0.24